(1)
Entry from the Open Molecules 2025 dataset: a molecular structure, C22H24BF4O2 (wB97M-V/def2-TZVPD).

```
! wB97M-V def2-TZVPD RIJCOSX def2/J DEFGRID3
* xyz 1 1
O -0.0176 1.0556 2.0540
O -0.0912 -0.6936 0.4983
C 6.9938 -2.0765 4.1479
H 3.9420 -1.4400 1.3589
F 2.5201 1.0286 8.3306
H -1.9593 1.4964 0.1930
H 2.5019 -0.2632 0.1478
H 2.3186 1.4763 0.5718
H -2.8784 0.1688 3.5575
F 5.3068 -5.7085 5.2235
C -1.8479 0.5387 3.5063
H 4.4938 -0.9346 3.1588
H -1.8311 1.5584 3.9048
H 7.4426 -1.1226 3.8676
C 7.7012 -3.2634 4.0140
C -2.2413 1.4932 1.2530
C 2.4986 0.1977 7.2312
H -2.1360 2.5129 1.6363
F 8.9758 -3.2199 3.4941
C 2.1592 0.4456 0.9057
H 5.4765 -0.0016 4.5490
C 2.9200 0.1721 2.1716
C -1.2229 -0.8814 1.3755
H 0.4351 -0.4058 7.5830
C -0.8812 -1.9942 2.3737
H -3.2740 -1.4890 1.1802
C 2.5053 -1.5379 5.0864
C 5.6629 -2.1138 4.6162
C 1.3736 -1.3740 5.8816
H -1.2183 -0.0906 4.1442
H -2.1713 -2.2654 0.0325
C 3.6426 0.1101 6.4396
C 3.8283 -0.7924 2.2374
H -1.7402 -2.2286 3.0170
C 5.1308 -3.3424 5.0557
H -0.0287 -1.7344 3.0168
H 2.6923 0.8269 3.0194
H -0.6153 -2.9089 1.8266
C 1.3268 -0.5127 6.9709
C 3.6500 -0.7690 5.3410
F 0.2262 -2.0749 5.5516
H 2.5002 -2.2549 4.2645
H 4.5366 0.6921 6.6829
C 4.8415 -0.8917 4.4570
H 4.1317 -3.4005 5.4868
H -2.6644 -0.5791 -0.2201
B 0.6393 0.2929 1.1175
H 7.7182 -5.4329 4.1949
C -2.4015 -1.3219 0.5381
C -1.3685 0.5476 2.0716
C 7.1664 -4.5095 4.3436
H -3.2963 1.2122 1.3363
C 5.8826 -4.5032 4.8853
*
```

Summary:
Lowest unoccupied orbital energy (hartree): -0.2328
HOMO (eV): -12.7
Energy above the lowest of the compared OMol25 structures with the same formula, charge and spin (kcal per mole): 0.0
M (g mol⁻¹): 407.24

What are the Löwdin partial charges on each atom? They are as follows, in elementary charge units: 0.1482 0.1583 0.0687 0.1283 0.0653 0.1012 0.1218 0.1404 0.1045 0.0685 -0.0011 0.0343 0.1006 0.1441 -0.2004 -0.0078 -0.2019 0.1003 0.0683 -0.0257 0.1630 -0.0956 -0.4541 0.1499 -0.0059 0.1031 0.0186 -0.1821 -0.1994 0.0726 0.1009 0.0705 0.0871 0.1026 0.0797 0.0719 0.1401 0.1029 0.1078 -0.2123 0.0508 0.1387 0.1441 0.0274 0.1300 0.0886 -0.6370 0.1520 -0.0055 -0.4545 0.1228 0.0993 -0.1941

---

(2)
Entry from the Open Molecules 2025 dataset: 5 unconnected molecules or ions with the total composition C45H75BN2O7S2 (wB97M-V/def2-TZVPD).

```
! wB97M-V def2-TZVPD RIJCOSX def2/J DEFGRID3
* xyz 0 1
C -0.6769 -0.5204 -0.3698
C -3.9722 1.0824 1.9063
C 7.0107 -0.4058 -0.9818
C -5.6409 -1.0295 0.8146
H -6.2834 1.4876 3.7864
O -10.5521 -3.6586 1.8344
C -0.7445 0.2351 -1.8204
C 6.3817 -1.6432 -1.9149
H -3.6200 -2.2869 -4.2947
H 2.5819 0.5983 -4.7113
C -2.9087 -1.5478 -3.7302
H -13.0926 -4.2492 1.3231
H 8.9569 4.9224 -1.9801
C -8.2390 -1.4255 2.0994
H -9.2792 -2.0002 2.2003
H -4.8248 -1.2678 0.0085
N 4.9170 2.6843 -1.8240
C 2.8549 6.1506 -0.3129
C 3.5947 -1.7396 -1.0126
C -1.4740 -6.1392 3.3277
H 2.2410 6.5305 -2.3596
H -2.1212 1.9021 -3.0462
C -1.7408 -0.2839 0.8857
O 4.0751 6.0756 0.4196
H 6.7167 3.1432 -0.6920
H -3.1194 -1.4991 -2.5563
H -4.7384 2.5367 -2.1190
C 9.4853 5.4563 0.0490
H 4.0782 2.7799 -1.1964
H -2.2583 -6.3808 2.6015
H 2.7267 -4.5030 -0.2472
H -3.1429 -0.4626 -4.1367
C -3.8300 4.1631 -0.6926
H -0.9724 -4.0154 -3.4292
C -7.9445 -0.1804 3.1631
H -5.1890 2.2662 -0.3079
H -1.2933 -2.3812 -5.0995
C -10.4043 -5.8490 2.8137
B 4.0269 -2.6016 0.3302
H -7.3509 -2.6700 0.2122
C -0.6474 -2.9523 -2.9941
C -11.3134 -4.6776 2.4773
H -11.7198 -4.2501 3.4004
H -10.1874 -4.0293 1.0136
C 7.0005 1.0487 -1.7404
C 9.6059 6.6906 0.9286
H -1.0926 0.3509 -4.7160
H 10.4472 4.9334 0.0145
C -1.6680 4.6822 0.2853
C 4.7820 -1.2974 -2.0976
C 3.1589 6.4810 -1.7656
H 0.5258 -2.9678 -2.9722
H 5.1580 3.6819 -2.0989
H 9.7717 6.4972 -1.8338
H 8.1109 1.4787 -1.6821
H -0.7806 3.0149 1.6988
H 0.5510 -8.9011 2.7997
H 4.5071 -1.6552 2.0634
H 8.0612 -0.6722 -0.5248
H 7.6762 5.0175 0.6533
H -4.1322 4.3682 0.4414
H 3.8189 5.7240 -2.2023
H -4.2938 2.2300 1.9079
H -8.7413 0.1256 3.9792
C -1.2899 -1.8407 -4.0344
H -0.4281 -6.7539 1.0634
C 1.9528 7.1999 0.3170
H 8.0687 6.3061 -1.3566
O -2.3866 4.3247 -0.9536
C -0.4154 3.7442 0.8431
H 10.3426 7.3923 0.5253
H 9.9067 6.4115 1.9440
C -6.5020 0.5885 3.0344
C -0.1850 -6.8766 3.0015
C 2.0247 -1.2645 -1.3241
H -13.0680 -5.8774 2.0395
H 4.2735 -4.8931 0.8073
C 4.3505 -0.4583 -3.4482
H -0.7084 -8.7082 4.0413
H 0.5958 -6.5848 3.7122
H 5.6595 1.7902 0.0886
H 3.1730 -4.6683 2.9176
H 6.9931 -1.6340 -2.9257
H -1.8336 -6.3966 4.3289
H 2.4260 -2.9367 2.3925
C 1.5647 -0.4002 -2.6357
H 1.7525 6.9557 1.3657
H 0.4182 4.4464 1.3212
H 3.6811 7.4408 -1.8482
O -2.0132 5.7887 0.9946
H -4.4507 4.8683 -1.4047
H 0.1020 3.1387 -0.0252
C 9.0516 5.8215 -1.3618
H 2.3748 5.1679 -0.2517
C -12.4537 -5.1047 1.5669
C -2.9498 0.8063 0.6544
O 5.0289 -2.1223 1.3457
H -10.9572 -6.6440 3.3238
H 0.4282 -0.7238 -5.0409
H -3.4715 0.9007 2.9629
H 2.4322 8.1853 0.3082
H -1.9668 -0.5508 3.5992
H 8.6427 7.2060 1.0150
H -1.1356 -2.9141 -1.9079
H -9.9495 -6.2650 1.9077
H 6.7066 1.0038 -2.8770
H -12.0716 -5.4944 0.6166
N 0.1961 0.1070 -2.9790
C -0.3815 -8.3835 3.0486
H 5.2032 -0.1561 -4.2066
C -5.3554 0.2023 1.8822
H 6.2680 -0.3001 -0.0536
H 6.5751 -2.6220 -1.2891
C 2.5738 -4.0568 2.0875
C -7.1009 -1.7978 0.9552
S -1.4934 -1.2700 2.4878
S 0.7363 -1.7503 -0.0161
C 2.7858 -0.0139 -3.7120
C 6.0682 2.1760 -0.9410
H 1.5180 -4.5963 2.0102
C -2.0138 1.3075 -2.0177
C 3.3912 -4.1109 0.6333
O 0.2591 -6.4986 1.7011
H -9.5814 -5.5243 3.4594
O 8.5335 4.5615 0.6188
H -1.1271 -8.7047 2.3125
H -1.3208 -5.0558 3.2779
C -0.4017 -0.4816 -4.2207
C -3.0761 1.5628 -0.7949
H 0.9987 7.2710 -0.2146
H 4.5082 6.9440 0.3707
C -4.3096 2.6203 -1.0183
*
```

Summary:
Lowest unoccupied orbital energy (hartree): -0.0051
HOMO (eV): -7.3
M (g mol⁻¹): 831.05

Here are the Löwdin charges for atoms 1 to 99, given in e: -0.3578 -0.1934 -0.2042 -0.0093 0.0908 -0.0910 -0.1178 -0.1650 0.0767 0.0967 -0.1083 0.0813 0.0776 -0.0538 0.0672 0.0823 -0.0512 -0.5088 0.0024 -0.0604 0.0841 0.1188 -0.4469 -0.0665 0.0953 0.0776 0.1234 -0.5021 0.0606 0.0830 0.1004 0.0664 -0.1710 0.0870 -0.0713 0.1157 0.1320 -0.0646 -0.3784 0.0699 -0.1144 -0.4955 0.1419 0.0973 -0.1874 -0.0674 0.1229 0.1401 -0.2608 -0.0914 -0.0589 0.0770 0.0548 0.0798 0.1055 0.0983 0.0809 0.1111 0.1140 0.0842 0.1382 0.0628 0.1166 0.0828 -0.3376 0.0977 -0.0635 0.0782 -0.1201 -0.0095 0.0797 0.0808 -0.0454 -0.5048 -0.3134 0.0813 0.1170 -0.0240 0.0803 0.1387 0.1158 0.0932 0.1185 0.0813 0.0578 -0.1368 0.0807 0.0894 0.0829 -0.0495 0.1390 0.0913 -0.0663 0.1244 -0.0653 -0.1301 -0.0131 0.0812 0.1349

---

(3)
Entry from the Open Molecules 2025 dataset: 2 unconnected molecules or ions with the total composition C7H16 (wB97M-V/def2-TZVPD).

```
! wB97M-V def2-TZVPD RIJCOSX def2/J DEFGRID3
* xyz 0 1
H -4.0065 0.1333 0.2469
H 2.5493 -2.0039 -0.9021
H 1.3565 1.5898 1.1765
H 0.8847 -2.1517 -1.0089
C -2.5058 -1.4737 0.0706
H -3.3699 -2.1281 0.4088
H -1.6180 -1.8309 -0.3585
C 1.1691 0.3452 -0.3134
H 2.0599 0.8308 -0.7397
H 1.9177 -3.0065 0.3542
C 1.6595 -2.1425 -0.2157
H 0.5407 0.1951 -1.2211
C 0.5388 1.4278 0.5967
H -0.5067 2.1124 -1.0159
H -0.5433 3.4085 0.4140
H -0.4079 1.2409 1.0857
C 1.4399 -0.9637 0.4858
H -2.2900 0.5649 -0.3939
H 0.8769 3.1100 -0.7631
H 0.6882 -1.0603 1.3303
H 2.4456 -0.6966 1.0212
C 0.0644 2.6770 -0.2202
C -2.9430 -0.1778 -0.0380
*
```

Summary:
Lowest unoccupied orbital energy (hartree): 0.0438
HOMO (eV): -10.0
Energy above the lowest of the compared OMol25 structures with the same formula, charge and spin (kcal per mole): 71.8
M (g mol⁻¹): 100.20

What are the Löwdin partial charges on each atom? They are as follows, in elementary charge units: 0.0734 0.1031 0.0633 0.0829 -0.0545 0.0630 0.0082 -0.2207 0.1146 0.0748 -0.1769 0.1065 -0.2751 0.0673 0.0948 0.0890 -0.3471 -0.0065 0.0465 0.1273 0.1410 -0.1084 -0.0664

---

(4)
Entry from the Open Molecules 2025 dataset: a gas-phase ion, C17H25N2O5 (charge +1) (wB97M-V/def2-TZVPD).

```
! wB97M-V def2-TZVPD RIJCOSX def2/J DEFGRID3
* xyz 1 1
C 3.3068 -1.1430 2.7900
C -2.0642 -0.1177 -1.4182
C 5.5504 -3.4550 1.1583
O 3.2882 -1.7444 3.9880
C 1.4225 2.3219 0.0000
O 5.0929 -2.5558 2.0873
H -2.4712 -1.1264 0.2407
H -2.1345 -0.9139 -2.2066
N 0.0703 1.0650 1.3580
H -5.2071 0.2263 0.2399
H 3.4404 0.5511 -0.9565
H -4.3188 -0.1659 -2.9145
H -5.0746 -2.1790 0.6312
H -1.1153 -1.5872 -0.5464
H 6.2761 -3.0309 0.4723
C -4.7656 -1.6814 -0.3141
H 4.0315 -2.4332 3.9907
N -1.6349 -0.7588 -0.2513
H -0.9500 4.0049 -1.6270
H -3.9191 1.6465 -2.8820
C -4.2958 -0.2942 0.0907
H 1.4987 0.0861 3.0421
H 0.0867 3.9706 0.3318
H 0.5021 3.2108 -2.2576
H 1.7591 1.9537 -0.9324
C 4.2008 -1.5411 1.8075
H -5.3212 1.2105 -2.0214
H -5.6664 -1.7361 -1.0310
C 0.0625 2.9694 -0.0507
C 2.3765 0.4776 1.1401
C 3.3594 0.1941 0.1352
O -1.2961 2.1492 -2.0881
H -3.9998 -2.2751 -0.6896
C -0.3846 3.1092 -1.5883
C -1.0017 0.8417 -2.0066
H 4.8379 -3.8216 0.4604
H 5.9874 -4.2322 1.7354
C 4.2701 -0.9111 0.4952
H -3.8314 -0.2921 1.0313
C 1.2638 1.2760 0.9288
C -3.4556 0.4925 -1.0574
O -0.7533 2.0333 0.8029
H -3.2791 1.5317 -0.7017
O 0.1225 0.3635 -1.8825
C 2.3737 -0.1761 2.3985
H -1.1199 -0.0522 0.4048
C -4.3347 0.8232 -2.3071
H 2.2569 2.9545 0.2101
H 4.9570 -1.2390 -0.2405
*
```

Summary:
Lowest unoccupied orbital energy (hartree): -0.1032
HOMO (eV): -10.9
M (g mol⁻¹): 337.40

What are the Löwdin partial charges on each atom? They are as follows, in elementary charge units: -0.2614 -0.2313 -0.0923 0.0887 -0.1017 -0.0867 0.1341 0.1815 0.1000 0.1064 0.1408 0.1155 0.0957 0.1864 0.0921 -0.0976 0.1575 0.2103 0.1174 0.0708 -0.2021 0.1407 0.1447 0.1539 0.0978 -0.1733 0.0891 0.1218 -0.1308 -0.1966 0.0285 0.0250 0.0353 -0.0580 -0.3470 0.0909 0.0954 0.0468 0.0888 -0.3151 -0.2729 -0.0918 0.1381 0.1309 0.0717 0.1680 -0.0443 0.1510 0.0872

---

(5)
Entry from the Open Molecules 2025 dataset: C3H7ClS in the gas phase (wB97M-V/def2-TZVPD).

```
! wB97M-V def2-TZVPD RIJCOSX def2/J DEFGRID3
* xyz 0 1
H 0.7474 0.4243 -2.8179
H -0.8739 0.4008 1.8739
C 0.3747 0.0671 0.1534
C -0.7789 -0.0190 -0.8162
H 1.0193 -0.7131 -0.1824
H -1.4463 -0.7799 -0.2868
H -0.0254 -1.2676 1.6803
H -1.3734 0.9353 -0.8919
Cl 1.3027 1.6409 -0.1637
H 1.0248 0.0317 2.2247
C 0.0673 -0.1450 1.5900
S -0.0382 -0.5755 -2.3634
*
```

Summary:
Lowest unoccupied orbital energy (hartree): 0.0330
HOMO (eV): -9.3
Energy above the lowest of the compared OMol25 structures with the same formula, charge and spin (kcal per mole): 11.0
M (g mol⁻¹): 110.61

What are the Löwdin partial charges on each atom? They are as follows, in elementary charge units: -0.1381 0.0983 -0.8638 -0.6128 0.0427 0.1095 0.0954 0.0924 0.5232 0.1076 -0.1498 0.6954

---

(6)
Entry from the Open Molecules 2025 dataset: 3 unconnected molecules or ions with the total composition C5H17NO2 (wB97M-V/def2-TZVPD).

```
! wB97M-V def2-TZVPD RIJCOSX def2/J DEFGRID3
* xyz 0 1
H 0.8023 -0.1289 -0.6097
H 1.7658 0.3987 -3.0576
H 1.7955 -2.2626 -0.7442
C -0.2224 -0.2141 -0.3020
H -1.0511 1.9515 -1.7481
N -0.5637 1.1137 0.1885
H 1.2411 1.2377 1.1734
H -0.8377 -2.2053 0.2483
H 1.6775 -3.1966 0.4337
H -2.0765 -1.8311 2.3749
O 2.0032 0.0941 -2.1802
H -1.1739 -0.4570 2.7325
C 0.6055 1.8644 0.5505
O 1.8798 -3.1977 -0.5052
H 1.2086 2.1049 -0.3935
H 0.4402 -1.4949 1.3944
C -1.5435 -1.0392 1.8699
C -1.4613 1.8340 -0.7420
H -1.5402 2.8210 -0.2955
H -2.3976 1.2934 -0.7327
H 2.5781 0.7529 -1.7806
H 0.2893 2.8070 0.9716
C -0.4706 -1.3238 0.8038
H -2.1017 -0.2141 1.4522
H -0.8467 -0.7078 -1.1024
*
```

Summary:
Lowest unoccupied orbital energy (hartree): 0.0200
HOMO (eV): -8.3
Energy above the lowest of the compared OMol25 structures with the same formula, charge and spin (kcal per mole): 48.7
M (g mol⁻¹): 123.20

What are the Löwdin partial charges on each atom? They are as follows, in elementary charge units: 0.0466 0.0524 0.0105 -0.2193 0.0779 -0.2980 0.0911 0.0999 0.0193 0.0630 -0.0514 0.0687 -0.1044 -0.0594 0.0890 0.0860 -0.1188 -0.0782 0.0752 0.0794 0.0437 0.0777 -0.2361 0.0483 0.1370

---

Table of total energy (eV), in record order: -38837.5752; -87510.8337; -7515.7821; -31241.4527; -26581.6201; -11044.1464